Record 1
This record from the Open Molecules 2025 dataset describes C31H44N4O4PTcTe as an isolated structure at a distorted geometry. The level of theory is ωB97M-V/def2-TZVPD.

Calculated values
- Energy: -65786.8332 eV
- Kohn-Sham gap (spin up / spin down): 6.20 / 5.41 eV
- Multiplicity: 2
- Charge: +1
- E_LUMO (spin up / spin down): -3.89 / -4.67 eV

XYZ file:
```
86
Properties=species:S:1:pos:R:3:mulliken_spin:R:1
Tc 0.6605 0.0389 -0.4928 0.882
N 0.1376 -0.0418 1.1996 -0.108
C 0.1696 -0.1308 2.4861 0.114
C -1.0792 -0.1739 3.2579 0.019
C -1.0939 -0.6850 4.5587 0.044
C -2.2734 -0.7013 5.2852 -0.020
C -3.4468 -0.2236 4.7186 0.044
C -3.4483 0.2499 3.4117 -0.027
C -2.2729 0.2763 2.6858 0.024
C 1.4980 -0.1299 3.1316 0.009
C 2.5623 -0.7988 2.5215 0.031
C 3.8346 -0.7175 3.0563 -0.012
C 4.0583 0.0415 4.2000 0.031
C 3.0045 0.7051 4.8120 -0.017
C 1.7248 0.6188 4.2856 0.037
H -0.1875 -1.0904 4.9887 0.002
H -2.2739 -1.0990 6.2909 0.000
H -4.3632 -0.2283 5.2943 0.002
H -4.3685 0.5951 2.9586 0.000
H -2.2640 0.6571 1.6753 0.019
H 2.3804 -1.3997 1.6369 -0.009
H 4.6556 -1.2344 2.5774 0.000
H 5.0553 0.1182 4.6131 0.001
H 3.1797 1.3060 5.6943 0.000
H 0.9100 1.1597 4.7496 0.000
C 5.3623 -1.2025 -4.2409 0.000
C 4.6711 -2.2745 -3.4382 0.000
O 3.8983 -1.6807 -2.3604 -0.003
P 2.3446 -1.4496 -2.3309 0.005
O 2.1284 0.0185 -1.7950 -0.011
Te 1.2590 -2.0311 -4.2981 -0.003
O 1.8830 -2.2115 -0.9522 0.015
C 1.9193 -3.6626 -0.8838 0.001
C 3.2168 -4.1490 -0.2806 0.000
H 6.0022 -1.6686 -4.9910 0.000
H 5.9754 -0.5746 -3.5947 0.000
H 4.6291 -0.5752 -4.7484 0.000
H 5.3871 -2.9401 -2.9602 0.000
H 4.0157 -2.8698 -4.0712 0.000
H 1.7671 -4.0680 -1.8857 0.000
H 1.0763 -3.9580 -0.2630 0.001
H 4.0734 -3.7726 -0.8364 0.000
H 3.2318 -5.2393 -0.3042 0.000
H 3.3077 -3.8267 0.7575 0.000
C -3.0023 0.6057 -1.1231 -0.006
N -3.0268 -0.5075 -2.0540 0.005
C -3.8249 -0.2700 -3.2517 -0.001
C -2.0438 -1.4653 -1.9962 0.007
O -0.8722 -1.2156 -1.6111 -0.012
N -2.3651 -2.7264 -2.3278 0.000
C -3.6864 -3.1979 -2.7167 0.000
C -1.3744 -3.7887 -2.2100 0.001
H -2.6736 1.5330 -1.5960 0.003
H -2.3305 0.3758 -0.3046 0.000
H -4.0111 0.7524 -0.7287 0.000
H -3.6811 0.7665 -3.5667 0.000
H -4.8923 -0.4149 -3.0705 0.000
H -3.5017 -0.9088 -4.0700 0.000
H -4.4307 -2.4170 -2.6636 0.000
H -3.9912 -3.9997 -2.0425 0.000
H -3.6589 -3.5972 -3.7316 0.000
H -0.5617 -3.4530 -1.5815 -0.002
H -0.9730 -4.0740 -3.1816 0.000
H -1.8536 -4.6542 -1.7513 0.000
C 0.0893 5.4652 1.7394 0.000
N -0.6411 4.2202 1.8225 0.001
C -2.0656 4.3311 2.0304 -0.001
C -0.1529 3.0747 1.1102 0.029
C -0.4005 2.9764 -0.3931 -0.054
C -0.9280 4.0519 -1.0984 -0.017
C -1.1175 3.9983 -2.4746 0.036
C -0.7727 2.8545 -3.1789 -0.015
C -0.2760 1.7602 -2.4870 0.012
C -0.1041 1.8029 -1.0993 -0.060
H -0.0609 6.0390 2.6569 0.000
H -0.2096 6.1125 0.9021 0.000
H 1.1548 5.2583 1.6343 0.000
H -2.2568 4.9404 2.9162 0.000
H -2.4873 3.3380 2.2025 0.001
H -2.6096 4.7883 1.1897 0.000
H -0.5961 2.1890 1.5660 0.003
H 0.9289 3.0042 1.2776 -0.003
H -1.1789 4.9582 -0.5657 0.000
H -1.5332 4.8536 -2.9917 0.001
H -0.8818 2.8091 -4.2547 -0.001
H -0.0538 0.8546 -3.0450 0.004
```

---

Record 2
This record from the Open Molecules 2025 dataset describes C31H44N7O3PS2Sr as an isolated structure at a distorted geometry. The level of theory is ωB97M-V/def2-TZVPD.

Calculated values
- Energy: -81230.4162 eV
- Kohn-Sham gap: 3.27 eV
- E_LUMO: -0.23 eV

XYZ file:
```
89
Properties=species:S:1:pos:R:3:mulliken_charge:R:1
Sr -0.2563 0.3975 0.5793 1.734
N -2.3749 2.8081 -3.3143 -0.108
C -1.3442 2.4853 -4.2165 -1.075
C -0.4501 1.7334 -3.4616 -0.375
N -0.8886 1.6458 -2.1511 0.475
C -2.0498 2.3091 -2.0958 -0.091
C -2.8467 2.5012 -0.8233 -0.412
N -2.4760 2.0020 0.3727 0.830
C -3.4458 2.4061 1.2536 -0.645
C -4.4543 3.0983 0.5963 -0.791
N -4.0467 3.1494 -0.7225 -0.032
H -3.0903 3.5063 -3.4438 0.211
H -1.4601 2.7206 -5.2648 0.446
H 0.4806 1.2953 -3.7813 0.539
H -3.3007 2.0485 2.2663 0.443
H -5.2879 3.6836 0.9745 0.411
H -4.5174 3.6355 -1.4784 0.187
C -2.5101 -1.4929 5.2519 -1.460
C -1.7000 -0.9144 4.1450 0.184
S -2.4856 -0.6307 2.6500 -0.291
C -0.3293 -0.5770 4.4111 0.314
C 0.3619 -1.1122 5.6528 -1.441
S 0.5456 0.5609 3.5055 -0.438
H -3.5361 -1.5158 4.8757 0.351
H -2.4264 -0.8811 6.1621 0.281
H -2.1731 -2.4921 5.5737 0.259
H -0.1272 -0.7127 6.5766 0.300
H 1.3742 -0.6430 5.6271 0.323
H 0.3956 -2.2084 5.7328 0.256
O 2.4651 -4.2842 -4.5712 -0.480
C 1.5354 -3.3474 -5.0684 -0.570
C 1.0534 -2.5501 -3.9196 0.669
C -0.1839 -1.8964 -3.9261 -1.082
C -0.6231 -1.3086 -2.7442 -0.853
N 0.0579 -1.3284 -1.5944 0.676
C 1.2234 -2.0011 -1.5562 -0.070
C 1.8289 -2.4781 -2.7474 -0.648
C 1.9509 -2.2372 -0.3225 0.197
C 2.9299 -3.2775 -0.3337 -0.638
C 3.6599 -3.5706 0.7973 0.488
C 4.6816 -4.6312 0.9109 -0.582
O 4.6185 -5.4596 -0.2443 -0.507
C 3.4871 -2.6873 1.8857 -1.243
C 2.6138 -1.6374 1.7728 -0.603
N 1.7682 -1.4473 0.7295 0.280
H 2.5663 -4.9633 -5.2381 0.299
H 0.6289 -3.7199 -5.5306 0.418
H 2.0095 -2.6768 -5.8171 0.230
H -0.8155 -1.8857 -4.8424 0.322
H -1.6185 -0.8587 -2.6974 0.589
H 2.8141 -2.9279 -2.7670 0.528
H 3.0630 -3.8817 -1.2400 0.743
H 4.4135 -5.1675 1.8345 0.277
H 5.6651 -4.0709 1.0216 0.311
H 5.4715 -5.8822 -0.4031 0.309
H 4.0465 -2.8289 2.8074 0.399
H 2.4801 -0.9389 2.5811 0.475
C -3.8614 -3.8889 -1.0452 -1.314
P -3.6110 -2.4951 0.2135 0.726
C -4.4338 -3.3331 1.6167 -1.196
C -5.0232 -1.3497 -0.2403 -1.053
H -4.9046 -4.2162 -1.0719 0.360
H -3.2555 -4.7195 -0.7506 0.393
H -3.5139 -3.5567 -2.0435 0.286
H -5.4311 -3.7347 1.3951 0.389
H -4.5240 -2.5171 2.4024 0.218
H -3.7801 -4.1191 2.0119 0.360
H -6.0149 -1.6879 0.0444 0.382
H -4.9922 -1.2191 -1.3287 0.368
H -4.8418 -0.3888 0.1627 0.129
O 1.0625 2.3519 0.7849 -0.467
C 1.5759 3.4549 0.4683 -0.411
C 1.7435 4.5307 1.5049 -0.568
C 3.2449 4.9497 1.6946 -0.665
C 3.9635 5.4731 0.4219 -0.608
C 2.9280 6.0556 -0.5149 -0.668
C 2.2205 5.0406 -1.4228 -0.625
N 2.0319 3.6945 -0.7915 0.086
H 1.3832 4.0445 2.4086 0.388
H 1.0868 5.4142 1.3305 0.322
H 3.7397 4.0798 2.1602 0.349
H 3.2420 5.7781 2.4659 0.315
H 4.5099 4.6362 -0.0709 0.309
H 4.7325 6.2059 0.6943 0.350
H 3.3592 6.7889 -1.2209 0.373
H 2.1428 6.6290 -0.0221 0.359
H 2.7695 4.8531 -2.3530 0.416
H 1.2467 5.4532 -1.7159 0.231
H 1.8326 2.9301 -1.4191 0.149
```

---

Record 3
This record from the Open Molecules 2025 dataset describes C31H45AsF6N3P2STi as an isolated structure at a distorted geometry. The level of theory is ωB97M-V/def2-TZVPD.

Calculated values
- Energy: -167008.6232 eV
- Kohn-Sham gap (spin up / spin down): 6.15 / 2.83 eV
- Multiplicity: 2
- Charge: +2
- E_LUMO (spin up / spin down): -5.84 / -9.16 eV

XYZ file:
```
90
Properties=species:S:1:pos:R:3:mulliken_spin:R:1
Ti -12.3668 -8.4459 11.1650 0.000
N -14.2589 -9.1622 12.0714 0.000
C -14.3884 -10.6406 12.4279 0.000
C -14.2261 -11.4793 11.1557 0.000
C -12.8195 -11.6994 10.7062 0.000
N -11.8340 -10.5380 11.0288 0.001
H -14.5057 -8.6718 12.9558 0.000
H -15.0000 -8.9249 11.3759 0.000
H -15.4073 -10.8384 12.7633 0.000
H -13.6411 -10.8830 13.1834 0.000
H -14.8487 -10.9823 10.4283 0.000
H -14.6982 -12.4945 11.3113 0.000
H -12.8233 -11.9683 9.6209 0.000
H -12.4921 -12.5484 11.2914 0.000
H -11.1607 -10.5870 10.2022 0.000
H -11.2700 -10.7981 11.8439 0.000
C -14.5881 -9.1587 16.2711 0.000
C -13.2619 -9.1464 16.9947 0.000
C -13.3664 -9.4659 18.3724 0.000
C -12.2902 -9.3809 19.2224 0.000
C -11.0749 -8.8327 18.6596 0.000
C -10.8979 -8.5779 17.3025 0.000
C -12.0385 -8.5999 16.4534 0.000
P -11.8895 -8.0924 14.7543 0.000
C -10.1400 -7.5960 14.6438 0.001
C -9.3491 -8.7149 14.3342 0.003
C -7.9660 -8.6057 14.2242 0.000
C -7.3214 -7.3531 14.1236 0.000
C -8.1288 -6.2512 14.3736 -0.001
C -9.5269 -6.3284 14.5994 0.000
C -10.1649 -4.9842 14.7669 0.000
C -13.0568 -6.7503 14.5496 0.000
C -13.7774 -6.2519 15.6595 0.000
C -14.9417 -5.5163 15.5101 0.000
C -15.4054 -5.1908 14.2458 0.000
C -14.6245 -5.4890 13.1556 0.000
C -13.4681 -6.2948 13.2767 0.000
C -12.6177 -6.6192 12.0670 0.000
H -14.9178 -10.2335 16.2814 0.000
H -14.5874 -8.8966 15.1989 0.000
H -15.3848 -8.5476 16.7537 0.000
H -14.2772 -10.0176 18.6243 0.000
H -12.3735 -9.7420 20.2175 0.000
H -10.2386 -8.5292 19.3183 0.000
H -9.9592 -8.2362 16.8789 0.000
H -9.7811 -9.7094 14.3956 0.001
H -7.3694 -9.4661 14.0694 0.002
H -6.2229 -7.3896 14.1196 0.000
H -7.7084 -5.2065 14.3876 0.000
H -9.8729 -4.5323 15.6970 0.000
H -11.2838 -5.0802 14.7678 0.000
H -9.8800 -4.2039 14.0677 0.000
H -13.4193 -6.3894 16.6791 0.000
H -15.5601 -5.1123 16.3827 0.000
H -16.3725 -4.7031 14.1395 0.000
H -14.7466 -4.9621 12.2595 0.000
H -11.6235 -6.3464 12.2874 0.000
H -13.0187 -5.9336 11.2440 0.000
S -8.1913 -8.0034 9.8790 0.000
C -9.4131 -8.2754 10.8149 0.002
N -10.4309 -8.3358 11.4805 0.000
F -12.7352 -7.9619 9.4886 0.000
P -10.6696 -11.2410 6.7240 0.000
F -9.8369 -12.4890 6.2786 0.000
F -11.2954 -10.5516 5.4993 0.000
F -11.9580 -12.1612 6.9416 0.000
F -10.9192 -10.5333 8.1143 0.000
F -9.2970 -10.3802 6.6258 0.000
C -7.3801 -14.6734 10.7979 0.023
C -5.9866 -14.0810 10.4450 0.038
As -5.9043 -12.3790 11.4468 0.719
C -5.0626 -11.0544 10.1930 0.090
C -4.4359 -9.8357 10.8480 0.002
C -4.3772 -12.9334 12.5962 0.049
C -4.7330 -14.1003 13.5101 0.007
H -7.3043 -15.8189 10.7980 0.001
H -8.2108 -14.3353 10.2125 -0.002
H -7.6011 -14.3916 11.8278 -0.009
H -5.8790 -13.8430 9.3264 0.006
H -5.1690 -14.7458 10.7622 0.010
H -5.8778 -10.6576 9.5086 -0.005
H -4.3494 -11.6370 9.6526 0.030
H -3.9980 -9.2464 10.0820 0.009
H -5.0886 -9.2239 11.5037 0.003
H -3.6581 -10.1632 11.4852 0.000
H -4.1320 -11.9907 13.1936 -0.005
H -3.5839 -13.2007 11.9143 0.029
H -4.1349 -14.1929 14.4287 0.002
H -4.4453 -15.1210 13.0604 0.000
H -5.7875 -14.2083 13.8842 -0.004
```